The ion C4H7N2O2 with charge -1 in a non-equilibrium geometry. Source: the OMol25 dataset; level of theory: wB97M-V/def2-TZVPD.

XYZ file:
```
15
Properties=species:S:1:pos:R:3:forces:R:3
C -1.552946 -0.023222 -0.033880 1.788 1.024 -0.259
C -0.161086 -0.221620 0.049799 -2.342 -2.997 0.698
C -2.511830 1.011609 0.015136 2.065 3.116 1.175
C 0.197679 -1.767634 0.114611 1.788 1.039 -1.271
N 1.053556 0.422380 -0.014640 2.491 0.150 0.016
N 1.493506 1.656271 -0.161735 0.345 1.084 0.197
O 2.938478 1.390270 -0.153633 -0.387 0.521 -0.167
O -3.658951 1.032207 -0.447111 -1.292 -0.644 -0.379
H -1.826911 -1.002505 -0.302846 -1.848 -0.978 -0.251
H -2.147912 2.118486 0.490803 -0.220 -2.464 -0.829
H -0.060640 -2.332951 1.043662 0.436 0.529 -0.607
H 1.352126 -1.818543 -0.161744 -2.108 -0.572 1.036
H -0.248073 -2.279359 -0.765011 -0.181 0.085 0.567
H 1.848066 -0.193642 -0.168231 -0.443 -0.095 0.038
H 3.284939 2.008257 0.494815 -0.093 0.202 0.036
```
Positions in Å, forces in eV/Å.

HOMO-LUMO gap (spin up / spin down) = 3.775 / 7.446 eV
Charge = -1
Spin multiplicity = 3
<S²> = 2.016

The ion C4H7N2O2 with charge +1 in a non-equilibrium geometry. Source: the OMol25 dataset; level of theory: wB97M-V/def2-TZVPD.

XYZ file:
```
15
Properties=species:S:1:pos:R:3:forces:R:3
C -1.593366 -0.751040 0.359594 -2.659 -0.352 1.355
C -0.232949 -0.381910 0.095113 2.880 -0.773 -1.338
N 0.285023 0.708942 -0.458098 -1.444 1.968 0.957
C 1.837531 0.681546 -0.473224 -1.206 0.831 1.181
O 2.330306 1.527967 0.491682 1.305 2.284 -0.859
C 2.071402 -0.746343 -0.062512 0.896 -3.332 1.523
O 3.059065 -1.422650 0.157000 -2.003 2.213 -0.975
N 0.750879 -1.276418 0.174035 0.448 0.304 0.083
H -1.901919 -1.155486 1.358312 1.464 0.077 -0.309
H -1.966185 -1.588960 -0.285093 0.326 1.200 -0.095
H -2.198920 0.146822 0.421678 -0.484 0.051 -1.035
H -0.314120 1.585983 -0.365135 1.600 -1.277 -0.492
H 2.218554 0.822477 -1.450387 0.136 0.443 -1.154
H 2.809891 2.380190 0.135545 -1.447 -2.581 0.696
H 0.568911 -2.218814 0.409156 0.189 -1.055 0.464
```
Positions in Å, forces in eV/Å.

HOMO-LUMO gap = 10.535 eV
Charge = +1
SMILES = CC1=[NH+][C@@H](O)C(=O)N1

Going through the records in order, we get total energy values of -11330.6674 -11329.5003 eV.